No. 1
Density functional theory data (the ωB97M-V functional and the def2-TZVPD basis) for C29H22Cl2F5N2O6PS2Zr as an isolated structure at a distorted geometry.

Geometry as XYZ:
```
70
Properties=species:S:1:pos:R:3:forces:R:3
Zr -1.04481 -1.10018 0.87345 0.5429 -0.4228 -1.8909
N -0.10919 -2.22862 -1.11059 -0.2071 -0.0026 0.2431
C 1.14582 -2.94266 -0.86552 0.1857 -0.0360 0.0789
C 1.09606 -3.47491 0.55691 0.1038 -0.0107 -0.2046
O 1.64656 -4.51889 0.85968 0.0157 0.0449 -0.0404
N 0.33043 -2.70094 1.36570 -0.1557 0.2445 0.2553
C -0.31064 -3.43902 2.43753 -0.1882 -0.2444 0.2868
C -1.79819 -3.60899 2.08426 -0.1376 0.1471 0.0353
O -2.53716 -4.36962 2.64155 0.1126 -0.0826 -0.0614
O -2.19436 -2.76282 1.10886 0.1608 0.3815 0.3755
H -0.86628 -2.89737 -1.23335 -0.0224 -0.0420 -0.0559
H -0.07580 -1.68930 -1.97069 0.0524 0.0687 -0.0328
H 1.98831 -2.25925 -0.97175 -0.0251 -0.0306 -0.0089
H 1.30130 -3.77837 -1.54836 -0.0275 -0.0051 0.0360
H -0.24158 -2.93082 3.40491 -0.0560 -0.0225 -0.0219
H 0.11984 -4.43294 2.55809 0.1214 0.0611 0.0293
O -1.27440 1.17945 1.00513 -0.2941 0.2181 0.1862
S -0.39373 1.43886 2.17836 0.3021 -0.2395 -0.3451
O -0.98086 2.10784 3.28944 0.0585 0.0122 0.0025
O 0.15671 0.06547 2.43985 -0.0649 -0.0634 0.2253
C 0.93670 2.43905 1.55840 -0.1566 0.0236 0.1890
C 1.17017 3.64576 2.20078 0.0171 0.1083 0.0333
C 2.14490 4.50738 1.71566 -0.1369 -0.0522 0.1274
C 2.87299 4.15747 0.59294 0.0189 -0.0693 -0.0739
C 2.63898 2.94183 -0.03244 0.0307 0.0478 -0.0008
C 1.67203 2.06001 0.43893 0.1009 0.0617 -0.1526
P 1.48104 0.42087 -0.35840 -0.3876 -0.1701 0.3468
C 3.17212 -0.21769 -0.13883 0.0576 0.0300 -0.1000
C 3.39090 -0.97250 1.01200 -0.0249 -0.0176 0.0347
C 4.65525 -1.46485 1.29384 0.0194 -0.0228 0.0309
C 5.70709 -1.21230 0.42712 0.0383 -0.0028 -0.0182
C 5.49651 -0.46240 -0.72237 0.0162 -0.0111 0.0016
C 4.23513 0.03619 -1.00555 -0.0536 0.0083 0.0276
C 1.27926 0.82071 -2.11466 0.0639 -0.0345 -0.0548
C 1.72146 -0.06257 -3.10146 -0.0194 0.0073 0.0170
C 1.39020 0.14782 -4.43137 0.0002 0.0038 -0.0331
C 0.61212 1.23878 -4.79088 0.0174 -0.0332 -0.0376
C 0.16231 2.11451 -3.81533 -0.0255 0.0263 0.0125
C 0.48677 1.90446 -2.48497 -0.0154 0.0545 0.0139
H 0.57955 3.90356 3.06815 -0.0086 0.0011 0.0044
H 2.32638 5.44945 2.21480 -0.0075 0.0001 0.0103
H 3.62971 4.82535 0.20336 0.0060 0.0004 -0.0065
H 3.22469 2.67374 -0.90215 -0.0041 -0.0229 -0.0182
H 2.56354 -1.18658 1.67909 -0.0120 0.0005 0.0133
H 4.81254 -2.05829 2.18428 0.0004 -0.0059 0.0079
H 6.69185 -1.60594 0.64224 0.0027 0.0002 0.0002
H 6.31575 -0.26664 -1.40203 0.0046 -0.0029 0.0030
H 4.08102 0.61671 -1.90584 -0.0195 0.0126 -0.0263
H 2.33237 -0.91851 -2.84044 0.0266 -0.0048 0.0293
H 1.74363 -0.54354 -5.18527 -0.0042 0.0065 -0.0119
H 0.35213 1.40151 -5.82834 -0.0027 -0.0036 -0.0026
H -0.45843 2.95809 -4.08675 0.0000 0.0024 -0.0040
H 0.10322 2.58050 -1.73034 0.0116 -0.0069 0.0154
F -7.44422 1.88508 -0.41555 -0.0780 0.0364 -0.0023
C -6.24792 1.35324 -0.65057 0.1449 -0.0683 -0.0529
C -5.50987 0.81326 0.38999 0.0374 0.0356 -0.2439
F -5.98575 0.83412 1.63323 -0.0566 -0.0007 0.1537
C -4.27104 0.27079 0.11924 -0.0188 0.1807 -0.2528
F -3.56826 -0.23307 1.15350 0.1403 -0.1346 0.1050
C -3.70716 0.24361 -1.14616 0.0691 0.0238 0.0326
S -2.14146 -0.48304 -1.45547 -0.1866 0.0656 0.3231
C -4.47237 0.79721 -2.17020 -0.0537 -0.0052 0.2022
F -4.00557 0.81405 -3.41822 0.0496 -0.0081 -0.0941
C -5.72421 1.34115 -1.93574 0.0735 -0.0699 0.2105
F -6.42759 1.85986 -2.93875 -0.0636 0.0459 -0.0708
Cl -4.92070 -2.17421 3.06874 -0.0733 -0.0169 0.0501
C -4.09534 -0.91744 3.95144 0.2708 0.0302 -0.0068
Cl -2.30270 -0.92037 3.70188 -0.2066 0.0205 0.2274
H -4.21953 -1.07518 5.01561 -0.0456 0.0108 -0.0080
H -4.43820 0.06206 3.63944 -0.0341 -0.0565 -0.0433
```
Forces are in eV/Å.

* total charge: 0
* energy: -4283.94159 hartree
* LUMO: -0.22 eV
* energy relative to the best compared isomer or geometry (same formula, charge and spin): 0.981 eV
* HOMO level: -8.32 eV

=====

No. 2
Density functional theory data (the ωB97M-V functional and the def2-TZVPD basis) for C3H3ClCrFO3 as an isolated structure at a distorted geometry.

Geometry as XYZ:
```
12
Properties=species:S:1:pos:R:3:forces:R:3
Cr -3.75743 2.35948 -0.27455 1.3609 -1.9278 1.5315
Cl -2.53222 0.75083 1.05561 -1.4783 1.9013 -1.5971
C 0.87257 0.02871 0.81641 -0.9108 -0.5407 0.1043
C 0.81359 0.48476 -0.63537 0.3813 0.1452 1.2797
O 0.25933 -0.60167 -1.29134 -1.0092 1.3231 -2.9932
C -0.04392 -1.61600 -0.49719 0.7472 -3.6740 0.1644
O -0.44630 -2.73622 -0.74394 -0.0291 2.7209 -0.5321
O 0.41352 -1.31206 0.67954 0.7247 -0.2784 3.3567
F 2.09765 0.66649 -1.03562 0.0858 0.1428 -0.6557
H 0.16357 0.44677 1.53101 0.2837 0.7001 -0.2490
H 1.89499 0.11504 1.18424 -0.1071 -0.3917 0.0270
H 0.26462 1.41385 -0.78875 -0.0489 -0.1210 -0.4364
```
Forces are in eV/Å.

* total charge: +1
* energy: -1945.99929 hartree
* LUMO (alpha / beta): -9.22 / -7.85 eV
* energy relative to the best compared isomer or geometry (same formula, charge and spin): 0.169 eV
* HOMO level (alpha / beta): -13.53 / -13.53 eV
* spin multiplicity: 5
* expectation value of S²: 6.1062

=====

No. 3
Density functional theory data (the ωB97M-V functional and the def2-TZVPD basis) for one molecule with the formula C19H17FN4O2S at a distorted geometry.

Geometry as XYZ:
```
44
Properties=species:S:1:pos:R:3:forces:R:3
C -4.10230 -1.65863 -1.74516 -0.0238 0.2154 -0.0254
C -4.52609 -0.27534 -1.26670 0.0388 -0.1663 0.1784
C -4.34662 -0.10966 0.24583 -0.4395 0.1378 -0.4060
N -2.96142 -0.19274 0.61520 0.1874 0.0416 0.2528
N -2.40715 -1.36530 0.96951 0.4879 -0.6609 0.1425
C -1.11719 -1.18790 1.11058 -0.7885 0.7884 -0.1396
N -0.23055 -2.22701 1.38734 0.4772 -0.5301 -0.4696
S 0.51460 -2.81256 -0.03334 0.1268 0.0624 0.0225
O 1.03962 -4.10061 0.29680 0.1147 -0.0013 0.3304
O -0.37365 -2.68106 -1.15008 0.0930 0.2645 0.0249
C 1.85333 -1.64691 -0.22992 -0.5544 -0.4001 -0.0111
C 2.88580 -1.65927 0.68826 0.1042 0.0365 0.0111
C 3.90724 -0.73212 0.57142 -0.0178 0.0742 -0.0455
C 3.85561 0.18076 -0.47135 -0.1612 -0.0625 -0.0404
F 4.83758 1.09247 -0.57940 -0.0904 -0.0909 0.0132
C 2.82929 0.19152 -1.40218 0.1922 -0.0003 0.1108
C 1.81453 -0.74132 -1.27276 0.0135 -0.0673 -0.0905
C -0.76249 0.16736 0.83593 -0.4170 0.4606 -0.0419
C 0.35176 0.97494 0.87413 -0.3537 -0.0324 0.0231
C 0.19069 2.31501 0.49266 -0.2966 -0.0461 -0.0050
C 1.27945 3.21771 0.46006 0.1271 0.2786 -0.0583
C 1.10252 4.51437 0.07916 0.3501 -0.2269 0.1214
C -0.17621 4.98038 -0.28408 -0.3738 -0.0708 -0.0530
C -1.25392 4.14571 -0.26162 0.1760 0.3339 -0.0641
C -1.11174 2.79211 0.12411 0.3442 -0.2052 0.1257
N -2.21007 2.02210 0.14237 -0.5318 -0.2733 -0.0746
C -2.02010 0.76918 0.48518 0.9337 0.3119 0.1122
H -3.05722 -1.85365 -1.51424 0.0696 -0.0701 -0.0167
H -4.70384 -2.42654 -1.26416 -0.0364 -0.1462 0.0340
H -4.23409 -1.74167 -2.82112 -0.0010 -0.0680 -0.0994
H -3.93586 0.49254 -1.77036 -0.0764 0.0817 -0.0091
H -5.57742 -0.10560 -1.50658 -0.0134 0.0923 -0.0149
H -4.71790 0.86773 0.56375 0.0047 -0.1248 0.0559
H -4.87144 -0.90354 0.78052 0.0317 0.1213 0.0423
H -0.69772 -3.00476 1.83709 0.0352 -0.2545 0.0670
H 2.87520 -2.39312 1.47744 0.0961 -0.0537 0.1624
H 4.73053 -0.70417 1.26755 0.0773 0.0024 0.0498
H 2.83230 0.91954 -2.19742 0.0056 0.0752 -0.0706
H 0.98884 -0.78067 -1.96486 -0.0846 0.0817 -0.1051
H 1.31504 0.61159 1.20097 0.1241 -0.0346 -0.0258
H 2.25719 2.84965 0.73836 0.1148 -0.0061 0.0272
H 1.94069 5.19450 0.05240 0.0885 0.0240 0.0132
H -0.29424 6.01202 -0.58125 -0.0510 0.0747 -0.0304
H -2.24079 4.48442 -0.53509 -0.1033 0.0333 -0.0240
```
Forces are in eV/Å.

* total charge: 0
* energy: -1601.79409 hartree
* LUMO: -0.38 eV
* energy relative to the best compared isomer or geometry (same formula, charge and spin): 0.083 eV
* HOMO level: -8.14 eV

=====

No. 4
Density functional theory data (the ωB97M-V functional and the def2-TZVPD basis) for C26H40CoN5O3S2Sb as an isolated structure.

Geometry as XYZ:
```
78
Properties=species:S:1:pos:R:3:forces:R:3
Co -1.55446 -0.03415 0.05523 -0.7355 0.2324 0.2237
N -2.52292 3.98607 -1.41665 0.0354 -0.0299 0.0260
C -2.37305 2.77956 -0.77234 -0.0144 0.0804 -0.0299
S -2.31616 1.35955 -1.74958 0.5100 -0.3288 0.0483
N -2.25896 2.82206 0.51511 -0.0068 -0.1559 0.0026
N -2.06866 1.57122 1.09933 0.2775 0.0683 -0.1329
C -1.99211 1.64607 2.37783 -0.1550 -0.0991 0.0711
C -1.81202 0.54952 3.30128 0.0121 0.1367 -0.0399
C -1.80940 0.84501 4.67299 0.0062 -0.0032 0.0136
C -1.66210 -0.13466 5.62935 -0.0040 -0.0133 -0.0236
C -1.52362 -1.46340 5.20507 0.0168 0.0136 0.0003
C -1.52323 -1.78312 3.86804 -0.0338 -0.0063 0.0129
C -1.65548 -0.78748 2.86684 -0.0377 -0.0495 -0.0868
O -1.60918 -1.13319 1.62348 0.2623 -0.1448 0.0337
H -2.93117 3.94884 -2.33413 0.0058 0.0035 -0.0050
H -2.80398 4.75349 -0.82750 -0.0403 -0.0034 -0.0111
H -2.07833 2.64384 2.80355 -0.0731 -0.0112 0.0045
H -1.93344 1.88034 4.97323 -0.0012 0.0004 -0.0008
H -1.67578 0.11258 6.68187 0.0212 -0.0016 0.0037
H -1.41044 -2.25161 5.94039 -0.0182 -0.0042 -0.0003
H -1.41553 -2.80819 3.53360 0.0057 -0.0016 0.0117
C -5.06260 -2.82254 0.08595 0.0059 -0.0164 0.0048
C -3.96008 -2.13998 -0.67490 0.0892 0.1148 -0.1762
O -3.54309 -1.03700 -0.37158 -0.3370 -0.0541 0.3572
N -3.44483 -2.80387 -1.74368 0.0205 -0.0781 0.0015
C -2.27948 -2.27389 -2.44211 -0.0331 -0.0304 0.1004
C -1.01067 -2.63457 -1.71274 -0.0096 0.0957 -0.0603
C -0.33254 -3.80566 -2.02821 0.0116 0.0124 0.0000
C 0.76155 -4.18219 -1.27161 0.0104 -0.0227 -0.0129
C 1.14155 -3.37308 -0.21518 0.0201 0.0205 -0.0195
C 0.43597 -2.20641 0.01518 0.0677 0.0487 -0.0761
N -0.61346 -1.83016 -0.72169 -0.2809 0.2170 0.0121
H -5.73210 -2.06218 0.47896 -0.0059 -0.0008 -0.0056
H -4.61721 -3.34857 0.93223 -0.0005 0.0041 0.0010
H -5.61962 -3.53225 -0.52446 0.0082 -0.0108 0.0053
H -3.68896 -3.77083 -1.87466 -0.0216 0.0146 -0.0327
H -2.37840 -1.19107 -2.49531 -0.0413 -0.0251 -0.0467
H -2.27476 -2.68554 -3.45010 0.0466 0.0246 -0.0153
H -0.66967 -4.41068 -2.85995 -0.0119 0.0063 0.0015
H 1.30836 -5.08687 -1.50447 -0.0135 -0.0100 0.0132
H 1.98216 -3.62782 0.41548 0.0099 0.0253 -0.0077
H 0.71914 -1.51389 0.79243 0.0005 -0.0014 0.0393
O 0.72181 0.66811 1.02106 0.1848 -0.0264 0.1040
S 1.21629 1.32865 2.28403 -0.2079 0.0472 -0.2385
C 1.50139 -0.01683 3.48445 0.0949 0.0171 0.1039
C 3.00608 -0.29160 3.56683 -0.0282 -0.0242 -0.0647
C 3.60501 0.17203 2.24065 -0.0216 0.0105 0.0093
C 2.99090 1.54448 2.00619 0.0834 -0.0448 -0.0144
H 0.93469 -0.85440 3.07869 0.0294 0.0320 -0.0259
H 1.04229 0.26382 4.43222 -0.0054 -0.0333 -0.0037
H 3.19885 -1.34693 3.76170 -0.0086 0.0010 0.0123
H 3.44645 0.27928 4.38713 0.0134 -0.0011 0.0028
H 3.29895 -0.49668 1.43180 0.0200 -0.0059 -0.0119
H 4.69450 0.20458 2.25625 0.0026 0.0176 0.0110
H 3.09909 1.93474 0.99454 -0.0076 0.0336 0.0113
H 3.35306 2.28312 2.72553 0.0076 -0.0038 0.0014
C 0.18051 2.22488 -4.79271 0.0158 -0.0231 0.0265
C 1.22519 1.26514 -4.22778 -0.0177 0.1239 0.0069
Sb 1.08209 0.96109 -2.07824 0.3165 -0.2615 -0.2176
C 3.19088 0.41355 -1.98225 0.0090 0.0705 -0.0187
C 3.41233 -0.95865 -2.61714 0.0149 0.0134 0.0418
C 1.29886 3.04090 -1.55528 0.0026 0.0241 0.0009
C 2.47734 3.77044 -2.18940 -0.0288 0.0187 0.0342
H 0.28064 2.33301 -5.87606 -0.0142 0.0114 0.0024
H 0.27637 3.22012 -4.35248 -0.0005 0.0027 -0.0063
H -0.83316 1.88207 -4.57928 -0.0079 -0.0068 0.0101
H 2.23660 1.62047 -4.44274 -0.0017 -0.0150 -0.0300
H 1.12427 0.28065 -4.69049 0.0154 0.0018 -0.0048
H 3.51358 0.40767 -0.93818 0.0115 0.0094 0.0249
H 3.77427 1.17482 -2.50457 0.0184 -0.0069 0.0135
H 2.89201 -1.74212 -2.05959 -0.0261 0.0051 -0.0176
H 4.47102 -1.22958 -2.65363 -0.0029 -0.0056 0.0111
H 3.03752 -0.98608 -3.64299 0.0042 -0.0050 -0.0054
H 1.34945 3.07849 -0.46506 -0.0349 0.0171 0.0097
H 0.35218 3.50969 -1.83311 -0.0135 0.0056 0.0335
H 3.43387 3.35694 -1.86394 -0.0016 -0.0079 -0.0079
H 2.47435 4.83118 -1.92356 0.0050 0.0001 -0.0066
H 2.44925 3.70966 -3.27918 0.0113 -0.0086 -0.0031
```
Forces are in eV/Å.

* total charge: 0
* energy: -3933.63826 hartree
* LUMO (alpha / beta): 0.44 / 0.44 eV
* energy relative to the best compared isomer or geometry (same formula, charge and spin): 0.000 eV
* HOMO level (alpha / beta): -6.62 / -6.61 eV
* spin multiplicity: 2
* expectation value of S²: 0.8712

=====

| no. | molar mass (g/mol) |
| --- | --- |
| 1 | 846.73 |
| 2 | 193.50 |
| 3 | 384.44 |
| 4 | 715.47 |